# 1
The following is a quantum chemistry calculation of a molecular structure, C35H15B5N3O40Y, from the Open Molecules 2025 dataset.

Each line ends with the Löwdin charge.
Positions of all 99 atoms, in Å:
Y 0.259 -0.242 -0.240  1.63
O 2.303 -0.894 0.965  -0.01
C 3.307 -0.980 1.690  -0.26
O 3.628 -0.173 2.710  0.25
B 4.805 -0.705 3.435  -0.85
O 5.138 -1.983 2.708  0.26
C 4.342 -2.116 1.691  -0.37
O 4.348 -3.041 0.882  0.12
O 4.403 -0.906 4.841  0.24
C 5.076 -0.114 5.648  -0.38
O 4.983 0.032 6.855  0.13
C 6.095 0.636 4.787  -0.33
O 5.925 0.206 3.501  0.23
O 6.832 1.479 5.261  0.14
O -3.865 -0.845 -8.420  0.09
C -3.778 -0.771 -7.169  -0.34
O -2.963 -1.471 -6.387  0.22
B -3.232 -1.118 -4.965  -0.82
O -4.227 -0.043 -5.029  0.21
C -4.614 0.163 -6.312  -0.29
O -5.582 0.874 -6.692  0.11
O -3.763 -2.298 -4.265  0.23
C -3.197 -2.356 -3.039  -0.29
O -3.567 -3.084 -2.102  0.12
C -2.000 -1.349 -3.037  -0.29
O -1.985 -0.698 -4.173  0.23
O -1.229 -1.200 -2.050  -0.01
O 0.195 1.249 1.603  -0.02
C 0.010 1.845 2.674  -0.23
O -1.171 1.930 3.337  0.24
B -1.043 2.849 4.479  -0.85
O 0.411 2.999 4.591  0.26
C 1.064 2.524 3.579  -0.33
O 2.272 2.660 3.258  0.12
O -1.707 2.335 5.689  0.23
C -2.647 3.176 6.130  -0.34
O -3.407 2.975 7.083  0.12
C -2.644 4.381 5.191  -0.36
O -1.684 4.170 4.329  0.23
O -3.425 5.349 5.225  0.11
O -0.923 1.384 -1.408  -0.04
C -1.731 2.121 -2.017  -0.27
O -2.941 1.748 -2.334  0.29
B -3.701 2.912 -2.782  -0.88
O -2.712 4.028 -2.693  0.27
C -1.551 3.584 -2.339  -0.37
O -0.535 4.245 -2.121  0.12
O -4.788 3.252 -1.864  0.27
C -5.880 3.092 -2.495  -0.41
O -7.007 3.191 -2.035  0.12
C -5.566 2.776 -3.989  -0.35
O -4.282 2.752 -4.080  0.27
O -6.395 2.662 -4.910  0.12
O 4.324 -5.466 4.584  0.15
C 3.565 -5.433 3.645  -0.42
O 2.499 -4.735 3.494  0.24
B 1.756 -5.066 2.246  -0.86
O 2.558 -6.138 1.650  0.23
C 3.670 -6.319 2.372  -0.35
O 4.652 -6.976 2.080  0.13
O 0.371 -5.417 2.503  0.24
C -0.469 -4.506 1.947  -0.27
O -1.702 -4.463 2.025  0.13
C 0.457 -3.462 1.214  -0.29
O 1.649 -3.848 1.418  0.26
O 0.131 -2.459 0.540  -0.03
N 1.874 1.719 -0.519  0.00
C 3.210 1.533 -0.866  -0.10
C 4.136 2.582 -0.992  -0.05
C 3.732 3.909 -0.877  -0.05
C 2.400 4.111 -0.520  -0.04
C 1.501 3.041 -0.357  -0.10
H 3.595 0.539 -1.041  0.09
H 5.159 2.421 -1.299  0.10
H 4.389 4.753 -1.032  0.11
H 2.114 5.131 -0.311  0.11
H 0.460 3.242 -0.151  0.09
N 1.649 -1.006 -1.941  -0.04
C 1.593 -0.482 -3.206  -0.11
C 2.430 -0.804 -4.271  -0.05
C 3.375 -1.799 -4.112  -0.05
C 3.522 -2.402 -2.859  -0.03
C 2.680 -1.974 -1.845  -0.07
H 0.770 0.168 -3.462  0.11
H 2.245 -0.362 -5.239  0.11
H 3.920 -2.048 -5.010  0.11
H 4.190 -3.242 -2.736  0.12
H 2.737 -2.530 -0.921  0.09
N -2.017 -0.530 0.590  -0.01
C -2.756 0.596 0.822  -0.15
C -4.097 0.679 1.130  -0.04
C -4.911 -0.463 1.208  -0.03
C -4.229 -1.650 1.023  -0.03
C -2.833 -1.620 0.693  -0.08
H -2.269 1.559 0.845  0.10
H -4.573 1.633 1.298  0.12
H -5.956 -0.481 1.483  0.11
H -4.778 -2.571 1.151  0.11
H -2.377 -2.558 0.413  0.09

Force components x, y, z for each atom (eV/Å):
-0.4 0.0 0.9
1.6 0.2 0.9
-0.9 1.3 1.3
-1.1 -0.9 -2.4
0.2 -0.4 1.0
-0.1 0.9 0.4
-0.1 -2.4 -1.7
0.0 1.8 1.1
-0.5 -0.6 0.0
0.3 0.3 1.7
-0.2 -0.5 -2.0
0.4 1.2 0.5
0.8 1.0 0.7
-0.8 -1.5 -1.8
0.5 0.0 4.3
0.1 -0.1 -4.4
0.0 0.4 0.3
-0.5 0.0 -1.1
0.0 0.3 -0.6
-4.0 2.2 -0.2
4.4 -3.1 1.3
1.0 0.4 1.8
-1.6 -2.1 1.3
1.4 2.4 -2.8
1.1 0.3 2.1
-0.3 -0.6 0.7
-1.6 -0.5 -2.8
-0.6 0.9 1.9
-1.6 -1.3 0.2
1.4 -0.2 -2.3
-0.5 0.3 1.3
0.8 0.5 0.9
3.8 0.8 -2.1
-4.3 -0.6 1.3
0.1 -0.2 0.0
-1.7 -1.1 2.2
2.1 0.6 -2.4
-2.4 2.6 0.3
0.5 0.3 -1.4
2.4 -2.7 -0.1
-1.0 1.8 -1.3
0.3 -2.7 1.3
1.5 -0.5 0.5
-0.2 1.4 0.2
0.0 0.1 -0.8
2.0 2.1 1.0
-1.7 -1.5 -0.7
2.3 -0.2 1.1
-4.9 -0.3 -0.7
1.6 -0.1 -0.6
-4.7 0.1 -2.4
2.2 -0.3 -0.6
2.6 0.6 3.2
-0.7 0.2 -0.9
1.8 -1.6 0.5
-2.1 1.6 0.0
1.1 -0.7 1.1
-0.1 0.1 -0.2
2.1 -0.4 -0.2
-1.9 0.7 0.2
-1.8 1.0 -0.8
-2.3 -0.3 0.7
3.7 -0.2 -0.3
-0.8 0.8 -0.7
0.9 0.8 -0.8
0.1 -1.7 1.1
2.0 1.7 -0.9
-0.8 1.4 0.7
-0.5 0.1 -0.6
-1.3 -1.0 0.6
0.1 -0.2 0.2
1.4 -1.2 -0.4
-0.4 -0.2 0.2
0.0 -0.6 0.1
0.1 -0.1 0.1
-0.6 -0.1 -0.2
0.1 -0.1 0.1
3.4 -1.9 -3.2
-0.4 -0.2 0.6
-0.3 -0.4 0.7
-0.1 0.5 0.0
-0.8 0.7 -0.9
-1.6 0.4 0.6
-0.2 0.3 0.5
0.0 0.1 0.1
0.4 -0.4 0.2
0.0 0.1 0.4
0.0 0.4 0.4
-3.6 0.0 0.7
0.3 0.7 0.5
-1.2 -0.4 -0.1
1.7 -0.2 0.2
1.2 0.6 -0.3
-0.1 -0.6 -0.4
0.5 -0.1 -0.2
0.4 0.3 -0.1
0.0 0.4 -0.1
0.5 -0.3 -0.3
0.1 -0.1 0.3

Calculated values
Charge   -2
Orbital gap   8.21 eV
Relative energy (zero: lowest compared OMol25 entry of this formula, charge and spin)   3.4902 eV

***

# 2
The following is a quantum chemistry calculation of a molecular structure, C35H18Cl6F5NO2PSSn, from the Open Molecules 2025 dataset.

Each line ends with the Löwdin charge.
Positions of all 70 atoms, in Å:
Sn 0.794 -0.059 -0.397  1.29
Cl -1.647 0.104 2.899  0.68
C -2.822 1.330 3.270  -0.67
C -3.081 1.598 4.606  -0.13
C -4.034 2.545 4.945  -0.11
C -4.732 3.207 3.947  -0.10
C -4.444 2.949 2.614  -0.08
C -3.469 2.023 2.243  -0.38
P -2.977 1.705 0.488  1.04
C -1.615 2.875 0.279  -0.39
C -0.649 3.059 1.396  -0.19
C 0.555 3.132 0.822  -0.36
C 1.203 3.159 -1.631  -0.39
C -0.160 3.063 -2.104  -0.17
C -1.273 2.933 -1.226  -0.18
C -4.439 2.453 -0.383  -0.39
C -5.513 1.600 -0.640  -0.12
C -6.621 2.036 -1.353  -0.11
C -6.655 3.335 -1.848  -0.12
C -5.587 4.189 -1.609  -0.10
C -4.490 3.753 -0.874  -0.10
H -2.532 1.064 5.371  0.09
H -4.227 2.764 5.989  0.09
H -5.491 3.937 4.206  0.09
H -4.975 3.483 1.836  0.09
H -0.886 3.098 2.449  0.07
H 0.938 4.393 -0.348  0.08
H 1.860 3.239 -2.499  0.09
H -0.323 3.079 -3.170  0.08
H -2.200 2.820 -1.790  0.04
H -5.456 0.577 -0.278  0.09
H -7.449 1.362 -1.537  0.09
H -7.507 3.675 -2.426  0.09
H -5.607 5.200 -2.000  0.09
H -3.656 4.418 -0.675  0.10
Cl 6.702 4.555 -0.121  0.50
C 5.028 4.011 -0.265  -0.69
C 4.799 2.684 -0.910  -0.64
Cl 6.190 2.070 -1.793  0.57
C 3.684 1.863 -0.936  -0.65
Cl 3.435 0.516 -2.001  0.73
C 2.572 2.004 0.073  -0.72
O 2.733 1.023 0.860  -0.14
C 2.810 4.288 0.097  -0.30
Cl 1.661 3.334 -0.152  0.75
C 4.014 4.873 0.196  -0.77
Cl 4.319 6.343 1.071  0.60
O 0.033 -0.385 -2.555  -0.31
N -1.242 -0.698 -2.721  -0.20
C -1.846 -0.152 -3.798  -0.03
C -3.155 -0.399 -4.103  -0.08
C -3.878 -1.259 -3.273  -0.10
C -3.257 -1.810 -2.183  -0.11
C -1.913 -1.524 -1.858  -0.69
S -1.139 -2.155 -0.483  0.61
H -1.201 0.494 -4.373  0.13
H -3.599 0.069 -4.970  0.09
H -4.917 -1.480 -3.480  0.10
H -3.773 -2.481 -1.512  0.09
F 2.264 -2.337 -2.726  0.04
C 2.245 -2.875 -1.486  -0.28
C 1.987 -2.090 -0.384  -0.20
C 2.000 -2.757 0.819  -0.29
F 1.733 -2.075 1.961  0.05
C 2.218 -4.117 0.952  -0.15
F 2.196 -4.728 2.152  0.09
C 2.450 -4.866 -0.185  -0.15
F 2.655 -6.193 -0.096  0.09
C 2.469 -4.239 -1.417  -0.15
F 2.691 -4.974 -2.525  0.08

Force components x, y, z for each atom (eV/Å):
-0.7 -0.7 -0.3
0.0 0.0 0.1
-0.1 0.1 0.0
0.0 0.0 0.0
0.0 0.0 0.0
0.0 0.0 0.0
0.0 0.0 0.1
0.0 0.1 0.0
-0.4 -0.1 -0.1
0.7 -0.4 -2.2
-0.8 -0.3 -2.9
-0.6 -1.5 4.1
-2.4 -1.7 -9.2
1.5 0.1 4.0
-1.5 0.1 1.9
0.1 -0.2 0.0
0.0 0.0 0.0
0.0 0.0 0.0
0.0 0.0 0.0
0.0 0.0 0.0
0.0 0.1 0.1
0.0 0.0 0.0
0.0 0.0 0.0
0.0 0.0 0.0
0.0 0.0 0.0
-0.1 0.2 0.0
-1.6 2.5 0.4
0.7 -0.2 0.7
0.1 0.0 -0.1
0.0 -0.2 0.0
0.0 0.0 0.0
0.0 0.0 0.0
0.0 0.0 0.0
0.0 0.0 0.0
0.0 -0.1 -0.1
0.1 0.0 0.1
0.2 -0.1 -0.4
-0.3 0.6 0.0
0.0 -0.1 -0.2
0.2 2.7 0.1
0.5 0.0 0.1
6.3 -3.9 0.0
-1.9 0.8 0.8
1.4 1.1 0.8
-2.5 4.0 3.1
1.0 -3.6 -1.0
0.1 0.4 -0.1
0.1 -0.3 0.2
-0.1 0.2 -0.1
0.0 0.1 0.0
0.0 -0.1 0.0
0.0 0.0 0.0
0.0 0.0 0.0
0.1 0.0 0.1
-0.2 0.0 0.0
0.0 0.0 0.1
0.0 0.0 0.0
0.0 0.0 0.0
0.0 0.0 0.0
0.0 0.0 0.0
0.1 0.1 -0.1
-0.1 0.1 0.0
0.1 0.1 0.1
-0.1 0.0 0.0
0.0 0.0 0.0
0.0 0.0 0.0
0.0 0.0 0.0
0.0 0.0 0.0
0.0 0.0 0.0
0.0 0.0 0.0

Calculated values
⟨S²⟩   0.7741
Charge   -2
Spin multiplicity   2
Orbital gap (alpha / beta)   4.43 / 4.40 eV
Relative energy (zero: lowest compared OMol25 entry of this formula, charge and spin)   23.2896 eV

***

Which value of charge does entry 2 give? -2